Record 1
Here is a 3-piece molecular cluster, C16H28N5O5S2 overall at a distorted geometry from OMol25. Energies are from ωB97M-V/def2-TZVPD.

Its total energy is -2072.436944 Ha. The calculation puts the HOMO-LUMO gap at 8.10 eV.

ORCA input file:
```
! wB97M-V def2-TZVPD RIJCOSX def2/J DEFGRID3
* xyz 1 1
C -1.506 4.389 -2.204
C -2.378 3.393 -3.027
C -3.167 2.504 -2.073
O -3.846 2.923 -1.166
O -3.052 1.135 -2.338
C -2.628 0.405 -1.211
C -1.107 0.573 -0.935
N -0.602 -0.709 -0.389
C -1.248 -1.181 0.805
C -1.264 -0.429 1.936
C -1.908 -0.821 3.085
C -2.543 -2.039 3.016
C -2.452 -2.730 1.834
N -1.851 -2.354 0.726
C 0.347 -1.406 -0.976
N 0.878 -2.595 -0.547
C 1.760 -2.931 -1.429
N 1.884 -2.035 -2.404
O 2.687 -1.998 -3.482
N 0.975 -1.069 -2.106
H -1.767 4.288 -1.151
H -0.468 4.047 -2.287
H -1.637 5.398 -2.577
H -3.105 3.884 -3.674
H -1.748 2.739 -3.630
H -2.853 -0.648 -1.385
H -3.160 0.672 -0.294
H -0.556 0.891 -1.816
H -0.997 1.292 -0.124
H -0.768 0.538 1.924
H -1.913 -0.217 3.979
H -3.087 -2.433 3.859
H -2.930 -3.704 1.810
H 2.352 -3.833 -1.413
H 2.450 -2.738 -4.064
H 0.891 -0.299 -2.752
C 3.752 6.027 -2.067
S 2.865 4.684 -2.864
O 1.417 5.029 -2.830
C 3.154 3.474 -1.561
H 3.665 6.909 -2.698
H 3.312 6.230 -1.090
H 4.802 5.756 -1.962
H 2.754 3.845 -0.616
H 4.223 3.285 -1.471
H 2.644 2.551 -1.836
C 1.240 -3.806 4.418
S 0.336 -5.129 3.602
O -1.112 -4.807 3.720
C 0.701 -6.392 4.826
H 1.111 -2.896 3.833
H 0.846 -3.655 5.423
H 2.299 -4.063 4.462
H 0.342 -6.072 5.804
H 1.777 -6.567 4.856
H 0.192 -7.307 4.531
*
```

Atom charges from the Mulliken analysis, given in e for atoms 1 to 6: number 1, C, carries -0.842; number 2, C, carries -0.312; number 3, C, carries 0.432; number 4, O, carries -0.538; number 5, O, carries -0.440; number 6, C, carries -0.537

---

Record 2
Here is C5H10O as an isolated structure at a distorted geometry from OMol25. Energies are from ωB97M-V/def2-TZVPD.

Its relative energy (zero: lowest compared OMol25 entry of this formula, charge and spin) is 3.0431 eV. Its total energy is -271.640786 Ha. The calculation puts the HOMO-LUMO gap at 9.55 eV.

ORCA input file:
```
! wB97M-V def2-TZVPD RIJCOSX def2/J DEFGRID3
* xyz 0 1
C -1.627 0.832 -0.723
C -0.454 -0.108 -0.573
C -0.613 -0.892 1.215
C 0.882 0.497 -0.791
O 1.040 1.473 -1.513
C 2.047 -0.135 -0.072
H -1.526 1.448 -1.626
H -1.641 1.537 0.122
H -2.584 0.310 -0.773
H -0.540 -1.177 -0.267
H -0.306 -0.021 1.753
H -0.004 -1.772 1.511
H -1.668 -1.147 1.388
H 2.047 0.191 0.976
H 1.969 -1.226 -0.086
H 2.977 0.190 -0.540
*
```

Atom charges from the Mulliken analysis, given in e for atoms 1 to 6: number 1, C, carries -1.295; number 2, C, carries 0.118; number 3, C, carries -1.268; number 4, C, carries 0.834; number 5, O, carries -0.607; number 6, C, carries -1.158

---

Record 3
Here is C2H28CrO20 as an isolated structure at a distorted geometry from OMol25. Energies are from ωB97M-V/def2-TZVPD.

Its total energy is -2642.407094 Ha. The calculation puts the HOMO-LUMO gap (alpha / beta) at 3.90 / 4.70 eV.

ORCA input file:
```
! wB97M-V def2-TZVPD RIJCOSX def2/J DEFGRID3
* xyz -2 5
Cr -11.513 6.543 0.459
C -10.805 7.337 -1.700
O -10.109 7.976 -2.698
O -11.264 8.048 -0.744
O -10.757 6.090 -1.526
C -11.102 7.005 2.711
O -11.905 5.987 2.270
O -10.386 7.576 1.807
O -10.970 7.257 3.933
O -15.069 6.164 2.429
H -14.479 6.493 3.095
H -15.147 5.223 2.427
O -12.785 4.826 -0.118
H -13.034 4.631 -1.014
H -12.701 3.976 0.273
O -8.050 8.222 0.946
H -7.549 8.452 1.746
H -8.858 7.849 1.335
O -11.158 4.818 5.117
H -11.913 4.582 4.587
H -11.144 5.746 4.949
O -13.690 7.341 4.467
H -13.686 6.506 4.918
H -12.801 7.262 4.017
O -13.590 7.343 0.605
H -14.093 8.164 0.374
H -14.236 6.873 1.200
O -10.210 7.155 6.404
H -11.077 7.368 6.739
H -10.357 7.205 5.434
O -11.824 10.340 4.588
H -11.364 10.038 3.784
H -11.422 11.172 4.790
O -13.121 4.016 3.493
H -12.741 4.724 2.985
H -12.636 3.216 3.298
O -8.254 6.363 3.404
H -8.953 6.788 2.907
H -8.196 5.420 3.237
O -9.165 9.022 4.253
H -9.257 9.253 5.224
H -9.842 8.308 4.166
O -12.662 8.720 6.415
H -13.049 8.179 5.729
H -12.226 9.410 5.862
O -10.667 10.180 1.997
H -11.504 10.119 1.579
H -10.502 9.195 2.031
O -9.901 5.080 0.763
H -8.966 5.091 0.535
H -9.857 4.525 1.536
*
```

Atom charges from the Mulliken analysis, given in e for atoms 1 to 6: number 1, Cr, carries -0.685; number 2, C, carries 0.713; number 3, O, carries -0.894; number 4, O, carries -0.662; number 5, O, carries -0.662; number 6, C, carries 0.108

---

Record 4
Here is C61H47O3P3PtSi as an isolated structure from OMol25. Energies are from ωB97M-V/def2-TZVPD.

Its total energy is -4011.425994 Ha. The calculation puts the HOMO-LUMO gap (alpha / beta) at 5.61 / 7.26 eV.

ORCA input file:
```
! wB97M-V def2-TZVPD RIJCOSX def2/J DEFGRID3
* xyz 0 3
Pt -0.112 -0.030 -0.216
C -4.041 3.432 -3.655
C -2.770 2.942 -3.919
C -1.956 2.535 -2.876
C -2.386 2.630 -1.554
C -3.662 3.128 -1.295
C -4.483 3.522 -2.343
P -1.229 2.059 -0.267
C -2.084 2.333 1.314
C -1.463 3.032 2.347
C -2.063 3.123 3.596
C -3.291 2.522 3.824
C -3.915 1.818 2.802
C -3.310 1.713 1.562
C 0.070 3.341 -0.282
C -0.232 4.660 -0.611
C 0.772 5.615 -0.634
C 2.080 5.254 -0.331
C 2.374 3.941 0.007
C 1.378 2.965 0.048
Si 1.701 1.148 0.492
C 2.195 0.958 2.300
C 2.896 1.935 3.010
C 3.376 1.693 4.287
C 3.172 0.453 4.880
C 2.467 -0.524 4.196
C 1.970 -0.276 2.917
P 0.993 -1.556 2.039
C -0.203 -2.068 3.300
C -0.757 -1.131 4.173
C -1.789 -1.489 5.026
C -2.287 -2.783 5.015
C -1.759 -3.715 4.133
C -0.730 -3.360 3.275
C 2.212 -2.907 1.921
C 2.469 -3.853 2.910
C 3.467 -4.799 2.732
C 4.228 -4.804 1.570
C 3.986 -3.860 0.583
C 2.978 -2.924 0.756
C 3.199 0.592 -0.523
C 4.505 0.448 -0.057
C 5.500 -0.056 -0.883
C 5.211 -0.410 -2.196
C 3.916 -0.277 -2.677
C 2.916 0.196 -1.834
P 1.174 0.323 -2.352
C 0.691 -1.275 -3.037
C 1.350 -2.455 -2.700
C 0.836 -3.682 -3.100
C -0.336 -3.737 -3.836
C -1.000 -2.563 -4.171
C -0.496 -1.340 -3.768
C 1.352 1.407 -3.820
C 1.521 2.778 -3.617
C 1.693 3.631 -4.694
C 1.693 3.130 -5.989
C 1.528 1.770 -6.201
C 1.361 0.910 -5.124
H -4.686 3.741 -4.469
H -2.410 2.868 -4.938
H -0.971 2.146 -3.097
H -4.018 3.228 -0.278
H -5.471 3.908 -2.126
H -0.502 3.506 2.189
H -1.563 3.665 4.388
H -3.760 2.594 4.797
H -4.860 1.320 2.978
H -3.787 1.124 0.788
H -1.248 4.938 -0.865
H 0.537 6.640 -0.895
H 2.868 5.995 -0.365
H 3.404 3.666 0.217
H 3.067 2.909 2.560
H 3.913 2.468 4.819
H 3.553 0.253 5.873
H 2.288 -1.486 4.662
H -0.387 -0.112 4.180
H -2.212 -0.749 5.693
H -3.099 -3.058 5.676
H -2.158 -4.721 4.101
H -0.346 -4.090 2.572
H 1.882 -3.856 3.822
H 3.653 -5.534 3.506
H 5.008 -5.543 1.437
H 4.579 -3.852 -0.324
H 2.784 -2.183 -0.011
H 4.746 0.719 0.966
H 6.507 -0.174 -0.502
H 5.991 -0.798 -2.840
H 3.681 -0.560 -3.697
H 2.265 -2.421 -2.125
H 1.353 -4.594 -2.827
H -0.739 -4.694 -4.141
H -1.925 -2.602 -4.732
H -1.041 -0.433 -4.006
H 1.514 3.183 -2.612
H 1.822 4.691 -4.518
H 1.822 3.800 -6.830
H 1.532 1.371 -7.208
H 1.235 -0.150 -5.300
O -3.983 -1.752 2.518
C -4.267 -2.513 1.446
C -5.382 -3.354 1.510
C -5.711 -4.153 0.435
C -4.945 -4.139 -0.729
C -3.845 -3.309 -0.798
C -3.491 -2.490 0.274
C -2.306 -1.598 0.163
O -1.629 -1.582 -0.896
O -2.002 -0.851 1.143
H -3.160 -1.253 2.292
H -5.968 -3.359 2.421
H -6.578 -4.799 0.501
H -5.209 -4.771 -1.566
H -3.223 -3.268 -1.684
*
```

Atom charges from the Mulliken analysis, given in e for atoms 1 to 6: number 1, Pt, carries 2.644; number 2, C, carries -0.757; number 3, C, carries -0.866; number 4, C, carries 0.015; number 5, C, carries -0.232; number 6, C, carries -0.555

---

Record 5
Here is C49H45CoN5OP2S2 as an isolated structure at a distorted geometry from OMol25. Energies are from ωB97M-V/def2-TZVPD.

Its total energy is -5105.167730 Ha. The calculation puts the HOMO-LUMO gap (alpha / beta) at 7.78 / 7.94 eV.

ORCA input file:
```
! wB97M-V def2-TZVPD RIJCOSX def2/J DEFGRID3
* xyz 0 2
Co 1.900 0.790 -0.245
O 2.468 4.102 2.027
C 2.410 2.977 1.516
N 1.688 2.583 0.479
C 0.915 3.581 -0.207
C 0.471 3.030 -1.535
C -0.283 3.792 -2.427
C -0.578 3.275 -3.673
C -0.111 2.009 -4.007
C 0.594 1.302 -3.055
N 0.864 1.791 -1.840
C 3.248 1.845 2.070
C 3.979 1.999 3.235
C 4.749 0.937 3.680
C 4.776 -0.231 2.934
C 4.015 -0.302 1.779
N 3.256 0.708 1.361
H 0.038 3.901 0.373
H 1.501 4.495 -0.369
H -0.607 4.784 -2.138
H -1.158 3.852 -4.383
H -0.305 1.571 -4.976
H 0.963 0.300 -3.243
H 3.926 2.949 3.749
H 5.329 1.021 4.590
H 5.375 -1.079 3.235
H 4.009 -1.187 1.153
C -5.430 0.033 2.633
S -4.796 -1.541 3.251
C -4.477 -2.439 1.704
C -3.062 -2.312 1.149
C -2.685 -0.866 0.891
N -1.360 -0.662 0.293
P -0.992 -0.940 -1.348
C -2.608 -0.697 -2.182
C -3.019 0.628 -2.350
C -4.235 0.928 -2.943
C -5.052 -0.097 -3.401
C -4.644 -1.416 -3.263
C -3.433 -1.715 -2.653
C -0.676 -2.710 -1.701
C -0.612 -3.799 -0.840
C 0.102 -4.936 -1.218
C 0.828 -4.913 -2.400
C 0.463 -4.006 -3.389
C -0.256 -2.886 -3.026
P -0.094 0.130 1.156
C 0.036 -0.889 2.672
C 1.095 -1.789 2.756
C 1.184 -2.688 3.810
C 0.214 -2.689 4.800
C -0.830 -1.775 4.746
C -0.914 -0.876 3.695
C -0.940 1.627 1.775
C -1.993 2.199 1.065
C -2.561 3.395 1.484
C -2.067 4.043 2.606
C -1.004 3.490 3.309
C -0.452 2.287 2.901
H -5.821 0.571 3.496
H -6.246 -0.135 1.931
H -4.659 0.643 2.164
H -5.215 -2.111 0.968
H -4.693 -3.484 1.928
H -3.012 -2.872 0.211
H -2.346 -2.760 1.845
H -2.715 -0.319 1.832
H -3.443 -0.413 0.242
H -2.366 1.433 -2.023
H -4.540 1.961 -3.060
H -6.001 0.132 -3.870
H -5.274 -2.218 -3.627
H -3.128 -2.748 -2.539
H -1.068 -3.750 0.140
H 0.182 -5.777 -0.541
H 1.393 -5.793 -2.690
H 0.834 -4.117 -4.400
H -0.467 -2.114 -3.761
H 1.862 -1.774 1.995
H 2.013 -3.384 3.856
H 0.276 -3.393 5.620
H -1.586 -1.763 5.521
H -1.727 -0.162 3.679
H -2.373 1.707 0.179
H -3.385 3.823 0.926
H -2.503 4.980 2.930
H -0.599 4.000 4.173
H 0.382 1.869 3.455
S 3.920 -2.499 -2.467
C 2.863 -3.270 -1.348
C 2.173 -2.332 -0.627
C 2.418 -0.964 -0.968
C 3.356 -0.935 -1.976
C 3.960 0.324 -2.397
C 4.847 0.491 -3.460
C 5.398 1.740 -3.680
C 5.063 2.794 -2.841
C 4.166 2.547 -1.815
N 3.627 1.353 -1.600
H 3.213 -4.211 -0.949
H 1.531 -2.639 0.186
H 5.095 -0.350 -4.095
H 6.089 1.891 -4.500
H 5.484 3.781 -2.974
H 3.860 3.331 -1.129
*
```

Atom charges from the Mulliken analysis, given in e for atoms 1 to 6: number 1, Co, carries 0.216; number 2, O, carries -0.838; number 3, C, carries -0.639; number 4, N, carries 1.543; number 5, C, carries -2.070; number 6, C, carries 0.825

---

Record 6
Here is one molecule with the formula C5H8O2 from OMol25. Energies are from ωB97M-V/def2-TZVPD.

As for the SMILES: CCCC(=O)C=O. Its relative energy (zero: lowest compared OMol25 entry of this formula, charge and spin) is 0.8037 eV. Its total energy is -345.775423 Ha. The calculation puts the HOMO-LUMO gap at 9.37 eV.

ORCA input file:
```
! wB97M-V def2-TZVPD RIJCOSX def2/J DEFGRID3
* xyz 0 1
C -2.044 0.166 -0.147
C -0.939 -0.833 -0.503
C 0.428 -0.174 -0.717
C 1.060 0.246 0.583
O 0.485 0.281 1.651
C 2.545 0.618 0.590
O 3.258 0.547 -0.380
H -1.845 0.645 0.818
H -3.016 -0.338 -0.084
H -2.135 0.952 -0.909
H -1.216 -1.380 -1.413
H -0.849 -1.572 0.305
H 1.139 -0.825 -1.244
H 0.339 0.719 -1.357
H 2.895 0.936 1.591
*
```

Atom charges from the Mulliken analysis, given in e for atoms 1 to 6: number 1, C, carries -1.101; number 2, C, carries -0.409; number 3, C, carries -0.521; number 4, C, carries 0.560; number 5, O, carries -0.522; number 6, C, carries -0.103